# 1
Below is a molecular structure, C33H53CdN2O2P2, with properties calculated with ωB97M-V/def2-TZVPD.

The geometry in ORCA input format:
```
! RIJCOSX wB97M-V def2-TZVPD def2/J DEFGRID3
* xyz 1 1
C -0.9814 2.2776 1.0607
C -2.3823 0.8500 -0.1496
C -1.9445 3.2845 1.1196
C -3.4622 1.7677 0.0919
C -3.2318 2.9875 0.6920
H -1.6682 4.2451 1.5141
H -4.4342 1.5132 -0.3325
H -4.0391 3.7048 0.8264
N -1.2418 1.0524 0.6017
P 1.3004 1.1001 2.2107
P -1.5224 -1.4089 -1.8656
C 0.4764 2.5733 1.4753
H 1.0417 2.8538 0.5680
H 0.5394 3.4477 2.1423
C 2.3127 -2.1003 -0.0310
O 2.9831 -2.7496 -0.6984
C -2.4756 -0.0845 -1.2154
H -3.4306 -0.0307 -1.7367
C -1.7676 -1.1229 -3.7463
C -2.1240 -3.1666 -1.3127
C 3.1689 1.3609 1.9804
C 0.6115 1.1584 3.9755
C -0.3959 -1.3536 -4.4181
H -0.0906 -2.4071 -4.3392
H -0.4949 -1.1077 -5.4885
H 0.3906 -0.7235 -3.9789
C -2.8154 -2.0757 -4.3565
H -2.5382 -3.1321 -4.2377
H -3.8214 -1.9040 -3.9453
H -2.8678 -1.8813 -5.4403
C -2.2073 0.3334 -4.0063
H -2.1190 0.5449 -5.0833
H -3.2518 0.5169 -3.7292
H -1.5838 1.0620 -3.4745
C -1.3875 -4.2324 -2.1480
H -0.3089 -4.1984 -1.9274
H -1.7751 -5.2182 -1.8513
H -1.5051 -4.1352 -3.2315
C -1.7570 -3.4681 0.1448
H -0.6693 -3.5042 0.2924
H -2.1932 -2.7575 0.8578
H -2.1513 -4.4711 0.3838
C -3.6511 -3.1926 -1.4044
H -4.0300 -3.1198 -2.4268
H -4.0082 -4.1480 -0.9912
H -4.0854 -2.3803 -0.8015
C 1.3284 0.1103 4.8480
H 0.8267 0.1022 5.8321
H 1.2256 -0.8971 4.4031
H 2.3925 0.3412 5.0055
C -0.8663 0.7393 3.9237
H -1.4873 1.3939 3.3076
H -0.9684 -0.2842 3.5418
H -1.2646 0.7560 4.9476
C 0.6976 2.5708 4.5799
H 0.3631 2.5070 5.6279
H 1.7187 2.9761 4.5794
H 0.0259 3.2793 4.0713
C 3.4189 1.7614 0.5177
H 3.1349 2.8018 0.3225
H 4.4945 1.6826 0.3046
H 2.8941 1.1232 -0.2067
C 3.8963 0.0364 2.2764
H 3.6202 -0.7599 1.5664
H 4.9781 0.2228 2.1937
H 3.6971 -0.3156 3.2972
C 3.6891 2.4631 2.9098
H 3.1589 3.4176 2.7685
H 3.6414 2.1719 3.9690
H 4.7508 2.6351 2.6659
Cd 0.4900 -0.7263 0.8150
N 0.4623 0.0157 -1.3955
C 0.2224 1.0060 -2.0220
C 0.7484 2.0732 -2.8279
C 2.1037 2.0164 -3.2237
C -0.0744 3.0976 -3.3268
C 2.5955 2.9009 -4.1865
H 2.7631 1.2560 -2.8029
C 0.4192 3.9765 -4.2970
H -1.0972 3.1815 -2.9544
C 1.7554 3.8943 -4.7087
H 3.6274 2.8224 -4.5380
H -0.2493 4.7287 -4.7261
H 2.1411 4.6215 -5.4289
C 1.5679 -3.9791 2.5984
C 0.3119 -3.5887 3.3481
O -0.2504 -2.4051 2.7397
H 1.3412 -4.2625 1.5640
H 2.0111 -4.8623 3.0816
H 2.3275 -3.1829 2.5945
H -0.4379 -4.3915 3.3168
H 0.5528 -3.3686 4.3961
H -1.1086 -2.2178 3.1620
*
```

These are the Mulliken partial charges, in e, on atoms 1 to 4: -0.180, -0.216, -0.934, -1.317

# 2
Below is a molecular structure, C43H94AsF6N5O5, with properties calculated with ωB97M-V/def2-TZVPD.

The geometry in ORCA input format:
```
! RIJCOSX wB97M-V def2-TZVPD def2/J DEFGRID3
* xyz 4 1
As 24.2720 -26.2540 24.8207
F 25.0824 -26.2598 26.4525
F 23.9866 -24.5089 24.9853
F 23.5033 -26.2515 23.1979
F 24.4859 -28.0158 24.6831
F 22.7029 -26.6475 25.6313
F 25.8359 -25.9985 24.0361
C 31.2925 -25.4076 29.7494
C 30.5483 -26.2604 28.6516
C 29.0424 -26.1858 29.1219
C 28.1206 -26.7571 28.0956
C 28.2827 -26.1091 26.7181
C 29.7326 -25.8526 26.1387
N 30.7459 -25.7329 27.2213
O 32.0100 -25.3031 26.9134
C 29.6255 -24.6442 25.2259
C 30.0759 -27.1384 25.3395
C 31.1630 -27.6805 28.6620
H 32.3697 -25.4596 29.5909
H 31.0331 -25.9228 30.6743
H 31.0684 -24.3466 29.6392
H 28.6914 -25.1828 29.3649
H 28.8820 -26.6610 30.0897
H 27.0828 -26.7806 28.4279
H 28.3898 -27.8074 27.9841
H 27.6947 -25.1932 26.6584
H 27.7142 -26.7289 26.0248
H 29.3330 -23.7412 25.7618
H 28.8886 -24.8447 24.4482
H 30.5110 -24.2769 24.7071
H 29.4363 -27.2722 24.4671
H 30.1593 -28.1099 25.8267
H 31.0343 -26.8896 24.8838
H 30.7143 -28.1939 27.8116
H 30.9925 -28.2605 29.5690
H 32.2474 -27.7098 28.5558
C 23.5223 -29.1135 20.6594
C 22.3713 -30.0782 20.7568
C 22.2772 -30.3722 22.3230
C 21.4771 -29.3563 23.1478
C 20.0471 -29.1097 22.6038
C 20.1786 -28.4882 21.1639
N 21.0345 -29.4774 20.3458
O 20.7899 -29.4703 18.9998
C 20.7014 -27.0851 21.1473
C 18.7349 -28.5480 20.6097
C 22.6244 -31.3807 19.9486
H 24.3742 -29.6291 20.2162
H 23.9262 -28.6136 21.5397
H 23.3327 -28.2912 19.9694
H 23.2306 -30.4928 22.8373
H 21.8221 -31.3504 22.4779
H 22.0375 -28.4216 23.1286
H 21.5084 -29.6025 24.2092
H 19.5006 -28.4160 23.2428
H 19.5628 -30.0847 22.6567
H 20.3604 -26.5443 20.2645
H 21.7861 -26.9837 21.1805
H 20.3619 -26.6016 22.0633
H 18.1665 -29.4731 20.5132
H 18.6691 -28.1235 19.6079
H 18.0402 -28.0660 21.2976
H 21.7007 -31.9148 19.7256
H 23.2604 -32.0716 20.5020
H 23.1560 -31.2537 19.0055
C 23.4715 -20.5331 30.8703
C 24.8303 -21.0716 30.2448
C 24.7230 -22.6251 30.1733
C 23.9315 -23.2078 28.9911
C 24.4277 -22.6389 27.6746
C 24.2577 -21.0729 27.6151
N 24.9283 -20.4107 28.8450
O 25.1158 -19.0547 28.8078
C 22.9021 -20.4957 27.4704
C 25.0321 -20.7439 26.3081
C 26.0458 -20.7379 31.0934
H 23.2781 -19.4950 30.6001
H 23.5375 -20.4218 31.9526
H 22.5819 -21.0370 30.4924
H 24.2712 -22.9531 31.1095
H 25.7261 -23.0513 30.1886
H 22.8834 -22.9092 29.0104
H 23.9501 -24.2921 28.8818
H 23.8500 -23.0008 26.8240
H 25.4015 -23.0428 27.3974
H 22.3026 -20.9060 26.6578
H 23.0455 -19.4296 27.2948
H 22.4580 -20.5085 28.4658
H 26.0592 -21.1070 26.2715
H 25.0389 -19.6878 26.0385
H 24.5278 -21.1821 25.4468
H 26.1291 -21.3915 31.9617
H 25.9297 -19.7082 31.4318
H 26.9818 -20.7334 30.5348
C 28.9447 -32.0636 26.0411
C 28.0926 -31.0400 26.8409
N 26.5427 -31.4501 26.9768
C 26.4514 -32.4443 28.1815
C 25.7026 -30.1169 27.3624
C 24.1909 -30.3504 27.3875
C 25.9795 -32.0739 25.6191
C 25.8991 -31.0424 24.4555
O 27.1010 -30.3057 24.3269
C 26.9942 -29.3882 23.2711
H 28.7530 -32.1160 24.9694
H 28.7690 -33.0594 26.4479
H 30.0077 -31.9094 26.2266
H 28.1653 -30.0516 26.3872
H 28.4390 -30.8849 27.8627
H 25.3828 -32.5912 28.3385
H 26.8394 -31.9248 29.0578
H 26.9445 -33.4105 28.0748
H 26.0253 -29.3470 26.6615
H 26.1616 -29.9383 28.3347
H 23.7252 -30.7899 26.5054
H 23.7385 -29.3654 27.5020
H 23.8491 -30.9064 28.2606
H 24.9798 -32.4330 25.8635
H 26.5531 -32.9432 25.2976
H 25.1350 -30.2692 24.5363
H 25.6306 -31.4421 23.4776
H 26.2005 -28.6443 23.3412
H 26.8631 -29.9017 22.3187
H 27.8775 -28.7717 23.1042
C 19.1687 -24.8342 25.7178
C 19.6316 -25.1750 27.1646
N 19.4629 -26.6507 27.7521
C 20.4737 -26.8050 28.9790
C 18.0833 -26.9239 28.3192
C 17.5948 -25.9548 29.4279
C 19.7567 -27.7083 26.6724
C 19.8349 -29.2122 27.0700
O 20.8177 -29.4033 28.0290
C 20.7645 -30.8387 28.4406
H 19.8895 -25.1350 24.9574
H 19.0623 -23.7505 25.6696
H 18.1966 -25.2517 25.4556
H 19.0529 -24.5326 27.8283
H 20.6919 -24.9222 27.1534
H 21.4892 -26.8629 28.5873
H 20.2112 -27.7265 29.4988
H 20.2760 -25.9700 29.6511
H 18.1578 -27.9203 28.7550
H 17.3698 -26.8524 27.4983
H 18.1656 -26.1275 30.3403
H 16.5653 -26.1377 29.7356
H 17.5061 -24.9329 29.0594
H 20.7139 -27.3633 26.2815
H 18.9795 -27.5962 25.9163
H 20.1332 -29.7010 26.1425
H 18.8795 -29.7268 27.1727
H 21.5626 -31.0349 29.1566
H 20.9063 -31.5035 27.5885
H 19.8916 -31.1007 29.0386
*
```

These are the Mulliken partial charges, in e, on atoms 1 to 4: 2.004, -0.433, -0.451, -0.453

# 3
Below is a molecular structure, C16H38CaN2O8, with properties calculated with ωB97M-V/def2-TZVPD.

The geometry in ORCA input format:
```
! RIJCOSX wB97M-V def2-TZVPD def2/J DEFGRID3
* xyz -2 1
Ca 1.7165 21.1701 2.0408
O 0.7546 19.2541 0.9798
C 0.9404 18.1355 1.7102
C 1.2734 18.3250 3.2023
O 2.1745 19.3333 3.5526
H 1.7630 17.4766 1.2903
H 0.0408 17.4643 1.7142
H 1.5875 17.3357 3.6116
H 0.2980 18.5853 3.7011
O 0.3256 22.2979 0.6271
C 0.0526 23.5662 0.2385
C -1.1779 23.9119 -0.6870
O -1.6715 22.9963 -1.4711
H 0.9576 24.0020 -0.2911
H -0.0717 24.2748 1.1210
H -0.8256 24.8375 -1.2553
H -1.9670 24.3582 0.0150
C 4.1672 19.8047 0.1656
O 3.6856 20.9890 0.7481
C 4.3309 22.1952 0.3967
C 3.7752 23.3501 1.2150
N 3.3045 22.9006 2.5447
C 4.4498 22.4538 3.3542
C 4.8862 23.5052 4.3869
O 4.8552 24.8135 3.8162
C 4.6291 25.7982 4.7744
H 4.3870 19.9359 -0.9011
H 3.3564 19.0782 0.2497
H 5.0590 19.4589 0.7011
H 4.1673 22.3776 -0.6801
H 5.4306 22.0739 0.4005
H 2.8790 23.7571 0.7342
H 4.5444 24.1277 1.2938
H 2.8908 23.6793 3.0504
H 5.2686 22.1282 2.7155
H 4.1852 21.5732 3.9562
H 5.9268 23.3158 4.6765
H 4.1989 23.4443 5.2353
H 5.3583 25.7402 5.6007
H 3.6375 25.6715 5.2351
H 4.6907 26.7863 4.3249
C 1.2805 25.9665 2.9301
O 1.3818 24.8197 3.7493
C 0.1251 24.3142 4.2070
C 0.3664 23.0210 4.9296
N 0.3471 21.8307 4.0663
C -0.9840 21.5467 3.4961
C -2.0888 21.4139 4.5190
O -2.6418 22.6902 4.8207
C -3.5924 22.6484 5.8322
H 2.1708 25.9654 2.3019
H 1.2635 26.8755 3.5529
H 0.3791 25.9525 2.3165
H -0.5597 24.1797 3.3684
H -0.3068 25.0497 4.9029
H -0.3265 22.9461 5.7837
H 1.3473 23.0687 5.4188
H 0.5777 21.0604 4.6935
H -0.9216 20.6669 2.8464
H -1.3086 22.2966 2.7700
H -1.7907 20.8924 5.4431
H -2.8868 20.7908 4.0825
H -3.6377 23.6327 6.3060
H -3.2883 21.9423 6.6245
H -4.5929 22.3624 5.4846
*
```

These are the Mulliken partial charges, in e, on atoms 1 to 4: 1.685, -0.821, -0.381, -0.368

| no. | E (eV) | HOMO level (eV) |
| --- | --- | --- |
| 1 | -65289.6260 | -8.5 |
| 2 | -140902.9579 | -18.0 |
| 3 | -55002.9275 | 1.0 |